{
  "formula": "C4H12N3",
  "method": "the ωB97M-V functional and the def2-TZVPD basis",
  "fmax_ev_per_a": 5.72,
  "e_above_lowest_ev": 3.627,
  "gap_ev": 10.01,
  "e_lumo_ev": -3.4991,
  "total_energy_ev": -8804.107,
  "charge": 1,
  "species": ["C", "C", "C", "C", "N", "N", "N", "H", "H", "H", "H", "H", "H", "H", "H", "H", "H", "H", "H"],
  "coordinates": [[1.07, 0.77, -0.81], [1.53, -0.08, 0.09], [-1.98, 1.10, 0.70], [1.99, -1.44, -0.44], [-1.69, -0.13, 1.01], [-1.96, 1.74, -0.46], [-1.38, -1.16, 0.00], [0.80, 1.66, -0.34], [0.89, 0.63, -1.86], [1.51, 0.14, 1.13], [-2.47, 1.70, 1.46], [1.48, -1.95, -1.28], [2.11, -2.18, 0.39], [3.03, -1.40, -0.97], [-1.51, -0.30, 2.01], [-1.81, 1.23, -1.35], [-2.44, 2.58, -0.46], [-1.40, -1.94, 0.51], [-0.40, -0.88, -0.23]]
}